A molecular structure, C17H19ClO2S4TeY. Source: the Open Molecules 2025 dataset; level of theory: the ωB97M-V functional and the def2-TZVPD basis.

Geometry as XYZ:
```
45
Properties=species:S:1:pos:R:3:mulliken_charge:R:1
Te 1.399 0.053 3.444 -0.105
Y 0.438 2.093 1.374 0.507
Cl -4.297 1.525 -0.808 -0.199
S 2.204 4.043 1.472 -0.437
S -0.160 3.676 3.315 -0.377
S 1.704 5.965 3.661 -0.336
S 3.852 -1.226 1.581 -0.212
O -1.819 1.667 0.879 -0.631
O -0.766 3.126 -0.398 -0.730
C 1.266 4.600 2.843 0.392
C 0.502 1.067 -2.299 1.586
C -1.301 -0.438 -1.708 -0.169
C -0.550 -0.995 -0.677 0.638
C -1.088 -2.122 0.177 0.885
C 2.956 -3.604 1.569 -0.526
C -0.781 0.569 -2.502 -1.184
C -1.802 2.477 -0.079 1.150
C -1.383 -3.359 -0.673 -1.672
C 1.016 2.226 -3.103 -1.655
C 1.270 0.487 -1.293 -1.050
C 2.052 -2.835 2.356 -0.265
C 3.987 -2.861 1.081 -0.426
C -2.325 -1.696 0.967 -1.407
C -3.022 2.753 -0.932 -0.556
C 0.748 -0.525 -0.493 -0.333
C 2.398 -1.515 2.456 -0.172
H -0.500 -3.681 -1.228 0.383
H -2.311 -0.788 -1.887 0.418
H 0.596 2.227 -4.110 0.395
H 2.103 2.206 -3.183 0.406
H -2.098 -0.871 1.641 0.205
H -2.693 2.807 -1.965 0.272
H 1.168 -3.234 2.833 0.482
H -1.710 -4.184 -0.038 0.458
H -2.694 -2.535 1.561 0.500
H -2.181 -3.159 -1.393 0.329
H -1.388 0.988 -3.298 0.367
H 0.730 3.164 -2.619 0.278
H -3.436 3.718 -0.648 0.415
H 2.844 -4.664 1.382 0.372
H -0.302 -2.378 0.892 -0.218
H 1.382 -1.007 0.243 0.119
H 2.307 0.789 -1.165 0.446
H 4.811 -3.190 0.468 0.396
H -3.125 -1.361 0.302 0.256
```

Properties
- ΔE to the lowest compared entry with this formula, charge and spin (kcal per mole) = 3.6
- LUMO (eV) = 2.4
- orbital gap (eV) = 7.00
- net charge = -1
- 2S+1 = 1